Computed, not measured: a 11-piece molecular cluster, C29H56Br20FN2O2 overall in a non-equilibrium geometry, with ωB97M-V/def2-TZVPD.

The net charge is +1. The LUMO energy comes out at -1.95 eV. For the orbital gap, the calculation gives 0.34034 hartree. The calculation puts the largest force on an atom at 1.55 eV/Å. As for the electronic energy: -1441619.33873 eV.

Bonds (Å) are listed after each position.
Positions of all 110 atoms, in Å:
1 Br 3.0751 1.8764 -3.8848  C41 1.949
2 Br 3.6448 10.5777 4.3166  C38 1.946
3 Br 3.6349 7.1484 2.9333  C33 1.948
4 Br 1.0015 0.0929 1.2010  C26 1.952
5 Br 0.3539 3.0406 -1.4253  C53 1.946
6 Br 3.1107 8.1371 -2.4421  C44 1.950
7 Br -0.2071 6.2801 0.1769  C36 1.943
8 Br -2.0815 -6.9452 1.0200  C39 1.951
9 Br 3.1246 -8.6749 -4.5302  C45 1.946
10 Br -2.6405 -8.5249 -6.3574  C48 1.947
11 Br 0.4959 -10.3255 -1.2871  C28 1.949
12 Br 0.0157 5.7347 5.2814  C27 1.949
13 Br -2.8038 -10.2431 -3.1033  C42 1.948
14 Br 1.1683 -6.4044 -2.3879  C47 1.947
15 Br -3.9722 -5.0834 -1.5441  C50 1.949
16 Br 3.1568 4.5766 6.8226  C34 1.945
17 Br -2.1016 -12.1101 0.6158  C31 1.946
18 Br 3.7909 2.4792 1.3858  C35 1.948
19 Br 0.9930 10.4256 -0.4615  C30 1.947
20 Br 6.0155 0.3431 -2.2634  C37 1.947
21 F -3.9352 4.9835 0.4675  C51 1.369
22 O -4.0719 -0.6890 -0.9981  C46 1.327, C49 1.467
23 O -1.4120 -0.5466 -0.6444  C52 1.434, H77 0.976
24 N -5.2615 2.3711 0.2928  C29 1.399, C40 1.316, H89 1.010
25 N -3.4251 1.5544 -0.5076  C40 1.325, C46 1.397, H59 1.016
26 C 2.5554 0.2827 0.0349  Br4 1.952, C35 1.503, H65 1.088, H73 1.086
27 C 0.3990 5.2759 7.1368  Br12 1.949, C34 1.505, H63 1.086, H68 1.088
28 C 0.1070 -10.2961 0.6226  Br11 1.949, C31 1.504, H60 1.086, H61 1.089
29 C -5.5056 1.0359 -0.0455  N24 1.399, C46 1.346, H85 1.082
30 C 2.6324 9.4997 0.0347  Br19 1.947, C44 1.506, H66 1.087, H110 1.089
31 C -0.2776 -11.6613 1.1244  Br17 1.946, C28 1.504, H75 1.088, H95 1.086
32 C -2.0981 3.6097 1.2545  C43 1.557, C51 1.553, H58 1.099, H109 1.095
33 C 2.4123 7.9927 4.1933  Br3 1.948, C38 1.505, H57 1.086, H81 1.091
34 C 1.7727 5.7372 7.5438  Br16 1.945, C27 1.505, H56 1.086, H86 1.088
35 C 3.7863 0.6115 0.8331  Br18 1.948, C26 1.503, H80 1.087, H105 1.086
36 C 0.6742 5.8818 -1.5078  Br7 1.943, C53 1.504, H64 1.087, H69 1.085
37 C 5.7818 2.1350 -2.9882  Br20 1.947, C41 1.506, H71 1.086, H82 1.088
38 C 2.1480 9.4303 3.8353  Br2 1.946, C33 1.505, H72 1.085, H103 1.089
39 C -2.7282 -7.5286 -0.7257  Br8 1.951, C50 1.502, H104 1.086, H108 1.088
40 C -4.0049 2.6325 0.0005  N24 1.316, N25 1.325, C51 1.515
41 C 4.4049 2.6757 -2.7053  Br1 1.949, C37 1.506, H62 1.087, H67 1.089
42 C -4.2398 -9.7293 -4.3150  Br13 1.948, C48 1.505, H70 1.088, H96 1.086
43 C -2.8169 3.1335 2.5508  C32 1.557, H78 1.098, H94 1.102, H107 1.094
44 C 3.6151 9.4646 -1.1057  Br6 1.950, C30 1.506, H91 1.086, H102 1.088
45 C 3.7254 -7.4410 -3.1513  Br9 1.946, C47 1.505, H88 1.088, H98 1.086
46 C -4.3619 0.5183 -0.5298  O22 1.327, N25 1.397, C29 1.346
47 C 2.7779 -7.4226 -1.9825  Br14 1.947, C45 1.505, H55 1.089, H84 1.085
48 C -3.8432 -9.9309 -5.7525  Br10 1.947, C42 1.505, H92 1.086, H101 1.088
49 C -3.5758 -1.5153 0.1078  O22 1.467, C52 1.560, H79 1.098, H83 1.094
50 C -2.5904 -6.4413 -1.7528  Br15 1.949, C39 1.502, H90 1.086, H100 1.089
51 C -3.1719 3.8873 0.1676  F21 1.369, C32 1.553, C40 1.515, H106 1.103
52 C -2.0180 -1.5734 0.1529  O23 1.434, C49 1.560, C54 1.541, H97 1.104
53 C -0.0384 4.7700 -2.2267  Br5 1.946, C36 1.504, H76 1.086, H87 1.089
54 C -1.4446 -2.9240 -0.3172  C52 1.541, H74 1.097, H93 1.098, H99 1.098
55 H 3.2288 -6.9156 -1.1309  C47 1.089
56 H 1.9990 6.7445 7.2073  C34 1.086
57 H 2.8491 7.8702 5.1804  C33 1.086
58 H -1.4882 2.7944 0.8397  C32 1.099
59 H -2.4532 1.5820 -0.8038  N25 1.016
60 H -0.6690 -9.5520 0.7766  C28 1.086
61 H 1.0271 -9.9581 1.0962  C28 1.089
62 H 4.0740 2.4957 -1.6859  C41 1.087
63 H 0.2645 4.2027 7.2292  C27 1.086
64 H 0.6296 6.8027 -2.0836  C36 1.087
65 H 2.6600 -0.6804 -0.4612  C26 1.088
66 H 2.3428 8.5109 0.3799  C30 1.087
67 H 4.3666 3.7440 -2.9114  C41 1.089
68 H -0.3643 5.7862 7.7212  C27 1.088
69 H 1.7106 5.6566 -1.2764  C36 1.085
70 H -5.0774 -10.3736 -4.0542  C42 1.088
71 H 6.0031 2.0740 -4.0494  C37 1.086
72 H 1.9674 9.5766 2.7753  C38 1.085
73 H 2.3093 1.0397 -0.7046  C26 1.086
74 H -0.5097 -3.1509 0.2102  C54 1.097
75 H -0.2687 -11.6847 2.2125  C31 1.088
76 H -1.1183 4.8837 -2.2150  C53 1.086
77 H -0.8284 -0.0182 -0.0676  O23 0.976
78 H -3.8298 3.5532 2.6032  C43 1.098
79 H -3.9309 -1.0551 1.0398  C49 1.098
80 H 4.6768 0.4904 0.2216  C35 1.087
81 H 1.4928 7.4088 4.1298  C33 1.091
82 H 6.5387 2.7425 -2.4958  C37 1.088
83 H -3.9959 -2.5194 0.0021  C49 1.094
84 H 2.4550 -8.4137 -1.6808  C47 1.085
85 H -6.4444 0.5061 0.0500  C29 1.082
86 H 1.8876 5.6843 8.6246  C34 1.088
87 H 0.3029 4.6936 -3.2579  C53 1.089
88 H 4.7025 -7.8086 -2.8434  C45 1.088
89 H -5.9055 3.0343 0.6999  N24 1.010
90 H -1.6344 -5.9288 -1.7038  C50 1.086
91 H 3.7019 10.4148 -1.6237  C44 1.086
92 H -3.3378 -10.8763 -5.9251  C48 1.086
93 H -2.1589 -3.7343 -0.1176  C54 1.098
94 H -2.9031 2.0364 2.4998  C43 1.102
95 H 0.3618 -12.4513 0.7420  C31 1.086
96 H -4.4953 -8.6987 -4.0858  C42 1.086
97 H -1.7275 -1.3678 1.1983  C52 1.104
98 H 3.8385 -6.4694 -3.6230  C45 1.086
99 H -1.2293 -2.8171 -1.3886  C54 1.098
100 H -2.7333 -6.8420 -2.7553  C50 1.089
101 H -4.7134 -9.8629 -6.4025  C48 1.088
102 H 4.5972 9.1552 -0.7535  C44 1.088
103 H 1.3006 9.8140 4.4006  C38 1.089
104 H -3.7527 -7.8607 -0.5875  C39 1.086
105 H 3.8829 0.0131 1.7344  C35 1.086
106 H -2.6074 4.0230 -0.7698  C51 1.103
107 H -2.2320 3.3594 3.4473  C43 1.094
108 H -2.1066 -8.3807 -0.9914  C39 1.088
109 H -1.4416 4.4744 1.3938  C32 1.095
110 H 3.0391 10.0676 0.8701  C30 1.089